9
Properties=species:S:1:pos:R:3 method="wB97M-V/def2-TZVPD" total_energy_ev=-7265.3237 homo_ev=-7.9232 relative_energy_kcal_mol=123.7 lumo_ev=0.7 orbital_gap_ha=0.31673
H 1.936 -0.531 1.153
O 0.311 -1.047 0.133
H 0.796 0.771 0.713
H -2.372 0.464 -1.460
C 1.366 -0.060 0.265
C -0.775 -0.641 -0.358
O -1.741 0.622 0.608
C -1.706 0.265 -0.608
H 2.186 0.157 -0.445